(1)
9
Properties=species:S:1:pos:R:3 method="wB97M-V/def2-TZVPD" smiles="C#P=O.NP=O" e_tot_ha=-927.7378 lumo_ev="-2.223 / -2.224" de_lowest_kcal_mol=71.59 gap_ev="7.616 / 7.615" charge=0 mol_weight_g_mol=122.988
C -0.909 0.713 -1.656
N 1.599 1.613 -0.769
O 1.657 -0.687 0.481
O -1.654 1.335 1.017
P 2.389 0.548 0.372
P -1.648 0.625 -0.257
H 0.824 1.276 -1.370
H 1.966 2.411 -1.249
H -0.700 -0.029 -2.312

=====

(2)
14
Properties=species:S:1:pos:R:3 method="wB97M-V/def2-TZVPD" smiles=CCC.O e_tot_ha=-195.5126 lumo_ev=1.058 de_lowest_kcal_mol=10.25 gap_ev=11.963 charge=0 mol_weight_g_mol=62.112
C 1.721 -0.123 1.497
C 1.908 0.759 0.236
C 1.299 0.200 -1.010
H 2.519 -0.035 2.229
H 1.637 -1.155 1.220
H 0.827 0.182 2.040
H 2.986 0.956 0.234
H 1.594 1.778 0.485
H 1.881 0.337 -1.927
H 1.247 -0.861 -0.998
H 0.298 0.480 -1.347
H -6.436 -1.422 -0.642
H -5.878 -0.135 -1.209
O -5.603 -0.962 -0.807

=====

(3)
12
Properties=species:S:1:pos:R:3 method="wB97M-V/def2-TZVPD" e_tot_ha=-1126.0655 lumo_ev=-0.566 de_lowest_kcal_mol=55.92 gap_ev=9.028 charge=0 mol_weight_g_mol=140.591
C 0.517 -0.631 0.376
C -2.607 -2.315 0.167
C 0.935 1.082 -1.148
O 0.333 -1.533 -0.395
O 0.835 0.653 0.173
S -2.809 -0.972 -0.556
Cl -2.540 0.889 0.476
H 0.589 -0.886 1.384
H -2.533 -2.718 1.085
H 0.616 0.331 -1.870
H 1.979 1.258 -1.356
H 0.222 1.914 -1.200

=====

(4)
47
Properties=species:S:1:pos:R:3 method="wB97M-V/def2-TZVPD" smiles="C=C[C@@H]1OS(=O)(=O)C[C@](CCCCCC)([PH2]=N)[C@@H]1CN" e_tot_ha=-1585.7953 lumo_ev=-1.668 de_lowest_kcal_mol=332.73 gap_ev=6.261 charge=0 mol_weight_g_mol=322.411
C 1.002 -3.037 -3.102
C 1.852 -3.522 -1.941
C 2.024 -2.406 -0.708
O 2.956 -2.927 0.348
S 3.287 -1.608 1.375
O 4.390 -0.638 0.834
O 3.895 -2.231 2.691
C 1.794 -0.616 1.911
C 0.568 -0.575 0.772
C 0.930 0.663 -0.232
C -0.310 1.665 -0.605
C -0.178 2.981 0.360
C -1.494 3.945 0.435
C -2.675 3.628 -0.651
C -2.314 3.994 -2.208
P -1.046 -0.329 1.800
N -2.380 -0.752 0.925
C 0.593 -2.051 0.006
C 0.226 -3.313 0.996
N -1.261 -3.638 1.070
H -0.154 -3.274 -3.004
H 1.448 -2.438 -4.013
H 2.381 -4.572 -1.930
H 2.582 -1.499 -1.192
H 1.310 -1.173 2.849
H 2.087 0.454 2.300
H 1.432 0.349 -1.252
H 1.744 1.334 0.324
H -0.098 2.049 -1.717
H -1.368 1.168 -0.641
H 0.699 3.645 -0.105
H 0.192 2.736 1.466
H -1.179 5.086 0.285
H -1.928 3.876 1.521
H -3.070 2.522 -0.500
H -3.598 4.325 -0.354
H -3.354 4.003 -2.794
H -1.665 3.167 -2.755
H -1.858 5.063 -2.353
H -1.210 1.069 2.108
H -0.993 -1.074 3.057
H -2.995 0.093 0.804
H -0.257 -2.025 -0.827
H 0.736 -4.284 0.524
H 0.733 -3.204 2.070
H -1.751 -3.456 0.168
H -1.724 -3.173 1.882

=====

(5)
135
Properties=species:S:1:pos:R:3 method="wB97M-V/def2-TZVPD" e_tot_ha=-5785.5192 multiplicity=3 lumo_ev="1.738 / 0.980" gap_ev="7.171 / 6.412" charge=-1 s2=2.0089 mol_weight_g_mol=1177.042
C -2.861 9.192 5.305
O -2.719 8.230 4.233
C -3.826 7.278 4.230
C -3.217 5.871 3.703
C -4.178 4.613 4.051
C -5.090 4.153 2.811
C -4.882 2.623 2.349
C -4.770 2.637 0.724
C -4.950 1.141 0.123
C -3.677 0.290 0.616
C -2.815 -0.338 -0.621
C -1.779 -1.373 0.041
C -0.428 -1.584 -0.852
C 0.411 -2.744 -0.130
Ga 2.247 -3.154 -0.972
C 2.778 -5.144 -0.868
C 3.001 -5.723 0.614
C 4.543 -5.990 1.011
Cl 2.252 -4.726 1.966
C 3.671 -2.133 0.198
O 4.579 -2.738 0.846
C 3.726 -0.503 0.316
F 2.673 -0.030 -0.560
F 3.365 -0.089 1.630
C 5.079 0.148 -0.237
F 4.819 1.369 -0.952
F 5.638 -0.739 -1.215
C 6.209 0.415 0.862
F 6.548 -0.702 1.647
F 7.412 0.775 0.145
C 5.915 1.629 1.864
O 6.294 1.486 3.059
O 5.263 2.836 1.522
C 2.479 -2.416 -2.888
I 4.475 -3.010 -3.615
C 1.373 -2.875 -3.964
C 0.483 -1.632 -4.538
I 0.078 -4.513 -3.348
H -3.953 9.544 5.454
H -2.258 10.144 5.091
H -2.447 8.767 6.292
H -4.645 7.683 3.543
H -4.197 7.186 5.313
H -3.105 5.975 2.564
H -2.192 5.763 4.190
H -4.899 4.983 4.870
H -3.539 3.769 4.502
H -6.215 4.299 3.026
H -4.817 4.813 1.910
H -3.923 2.188 2.791
H -5.778 1.989 2.701
H -5.570 3.336 0.308
H -3.696 2.951 0.460
H -5.871 0.686 0.644
H -5.087 1.121 -1.011
H -4.035 -0.613 1.217
H -2.927 0.950 1.188
H -3.539 -0.955 -1.277
H -2.285 0.476 -1.224
H -2.233 -2.427 0.177
H -1.452 -0.924 1.057
H -0.820 -1.871 -1.899
H 0.158 -0.592 -0.942
H -0.223 -3.713 -0.102
H 0.571 -2.447 0.965
H 3.801 -5.231 -1.405
H 2.079 -5.862 -1.411
H 2.483 -6.756 0.651
H 4.798 -5.246 1.848
H 4.585 -7.031 1.516
H 5.245 -5.931 0.118
H 4.711 3.033 2.323
H 2.501 -1.261 -2.868
H 1.956 -3.255 -4.885
H -0.579 -1.621 -4.122
H 0.379 -1.793 -5.679
H 1.006 -0.625 -4.411
C 11.956 -1.433 0.454
C 11.701 -2.949 0.292
C 12.196 -3.400 -1.097
C 11.311 -2.882 -2.226
C 9.855 -3.274 -2.001
C 9.308 -2.939 -0.595
N 10.258 -3.271 0.512
O 10.169 -4.609 0.744
C 8.930 -1.442 -0.504
C 7.936 -3.658 -0.455
C 12.613 -3.580 1.377
H 13.027 -1.225 0.554
H 11.636 -0.837 -0.399
H 11.467 -1.041 1.350
H 12.228 -4.495 -1.148
H 13.224 -3.059 -1.261
H 11.401 -1.796 -2.325
H 11.656 -3.301 -3.177
H 9.238 -2.789 -2.766
H 9.768 -4.352 -2.181
H 8.628 -1.177 0.510
H 8.088 -1.211 -1.161
H 9.726 -0.766 -0.811
H 8.010 -4.735 -0.626
H 7.222 -3.280 -1.194
H 7.500 -3.495 0.536
H 12.304 -3.268 2.379
H 13.653 -3.266 1.239
H 12.619 -4.672 1.346
C -12.381 1.072 -0.810
C -11.012 1.487 -0.221
C -10.880 3.021 -0.282
C -10.697 3.534 -1.706
C -9.517 2.847 -2.385
C -9.528 1.306 -2.289
N -9.896 0.792 -0.934
O -8.790 0.882 -0.147
C -10.495 0.705 -3.336
C -8.135 0.808 -2.768
C -11.119 1.052 1.264
H -13.198 1.363 -0.142
H -12.617 1.549 -1.761
H -12.445 -0.011 -0.944
H -10.026 3.350 0.323
H -11.763 3.495 0.160
H -11.610 3.390 -2.292
H -10.522 4.615 -1.682
H -9.490 3.155 -3.437
H -8.599 3.237 -1.932
H -10.578 -0.379 -3.217
H -10.134 0.889 -4.352
H -11.497 1.129 -3.306
H -7.315 1.254 -2.200
H -7.965 1.080 -3.814
H -8.054 -0.281 -2.693
H -11.234 -0.034 1.347
H -11.990 1.513 1.741
H -10.253 1.351 1.858